A molecular structure, C53H63N4O4PS3Ti, computed with wB97M-V/def2-TZVPD.

Values from the calculation:
LUMO level (alpha / beta) in eV: -2.493 / -3.479
Expectation value of S²: 0.76
Spin multiplicity: 2
Kohn-Sham gap (alpha / beta) in eV: 6.9 / 6.7
E_HOMO (alpha / beta) in eV: -9.4 / -10.2
Total charge: +1
DFT total energy in hartree: -4962.68715

```
129
Properties=species:S:1:pos:R:3:lowdin_charge:R:1
Ti 0.3090 -1.5720 -0.9439 0.97
S -1.5809 -0.2304 -2.2014 0.73
S -2.8674 0.1940 0.1627 0.45
S -5.2162 0.5605 2.5258 0.26
P -4.6454 1.0442 0.7027 0.16
O 0.4448 0.0258 0.0496 -0.30
O 4.4670 0.1135 0.9661 0.00
O 3.0137 1.8219 1.2850 -0.03
O 2.1066 -1.7653 -0.9707 -0.25
N -1.9764 -2.6427 -0.5967 -0.14
N -1.0423 -0.0777 4.9327 0.07
N 0.4272 -3.5445 -0.1376 -0.13
N -0.9472 -1.3408 2.3571 -0.06
C 0.2673 -1.1221 3.1156 -0.18
C 0.1937 0.0567 4.0797 -0.08
C 4.1852 -4.1705 1.7259 -0.07
C 0.2249 -2.9245 -2.5777 -0.20
C 5.3963 -4.6525 1.2447 -0.08
C 1.4604 1.0361 -2.6517 -0.06
C -0.5589 2.2220 1.5732 -0.08
C -7.0577 -0.0221 -0.2175 -0.10
C 4.2452 1.2786 1.7505 -0.57
C 5.9831 -4.0430 0.1498 -0.06
C -2.2963 -0.2217 4.0960 -0.13
C 0.5406 2.3932 0.7596 -0.15
C -0.4968 4.5246 2.2677 -0.08
C 3.5743 -3.0950 1.1033 -0.05
C -1.9407 -4.0042 -0.0547 -0.19
C -3.3527 4.7017 -0.5859 -0.08
C 4.0683 0.9118 3.2126 0.03
C 4.1057 -0.8820 -1.9643 -0.18
C -0.3738 2.9968 -3.2853 -0.07
C -6.4580 0.4310 -2.8935 -0.08
C 5.3859 2.2420 1.5093 0.03
C 2.6349 1.1571 0.0755 -0.12
C -3.0814 -2.4755 -1.5706 -0.27
C -0.1074 2.6982 -1.9557 -0.05
C 0.8176 1.7146 -1.6194 -0.18
C 5.6753 0.4731 -3.1948 -0.05
C -5.1130 3.7200 1.3273 -0.10
C 1.0790 1.2962 -0.1627 -0.30
C 4.1485 -2.4854 -0.0141 -0.11
C 0.5683 -4.0394 -1.5849 -0.21
C 5.0639 0.1256 -1.9970 -0.02
C -2.7546 -1.4947 -2.6919 -0.53
C 5.3496 -0.1903 -4.3675 -0.07
C 0.6132 4.7136 1.4474 -0.06
C -1.0842 3.2757 2.3215 -0.08
C -4.9327 5.0886 1.1842 -0.07
C 1.1938 1.3283 -3.9807 -0.06
C -7.6631 -0.1672 -2.5408 -0.08
C -3.5294 3.3346 -0.4443 -0.12
C -2.1357 -1.4269 3.1845 -0.21
C 4.4164 -1.2175 -4.3349 -0.06
C 5.3642 -2.9657 -0.4762 0.00
C 1.1173 3.6667 0.7010 -0.03
C 0.2736 2.3148 -4.3034 -0.08
C -5.5538 0.7975 -1.9112 -0.11
C -4.4105 2.8370 0.5135 -0.38
C -7.9610 -0.3929 -1.2066 -0.07
C 3.2209 -0.2213 0.3854 -0.18
C 3.8032 -1.5620 -3.1404 -0.03
C 3.4124 -1.3082 -0.6805 -0.33
C -4.0534 5.5800 0.2300 -0.08
C -5.8522 0.5707 -0.5674 -0.38
C -0.6119 -4.2280 0.6375 -0.17
H 5.8794 -5.4925 1.7258 0.11
H -1.0731 -0.6350 1.6382 -0.01
H -6.2272 0.6154 -3.9351 0.11
H 3.3569 0.0872 3.2962 0.07
H -1.0988 3.7655 -3.5238 0.11
H -0.7453 -3.0703 -3.0376 0.03
H -2.3176 -1.9998 -3.5543 0.06
H 2.5690 -0.6749 1.1411 0.12
H 2.1915 0.2684 -2.4352 0.09
H 0.0929 0.9991 3.5435 0.11
H -2.4032 0.6929 3.5145 0.09
H 5.2682 3.1299 2.1298 0.10
H 0.5108 -2.0349 3.6750 0.13
H -0.6317 3.2376 -1.1789 0.10
H 0.0644 2.5511 -5.3384 0.11
H 5.0168 0.6009 3.6491 0.10
H 1.0776 5.6890 1.3811 0.11
H 1.0547 0.1073 4.7454 0.13
H 5.8261 0.0833 -5.2996 0.11
H -5.4799 5.7716 1.8209 0.11
H 1.6074 -4.3428 -1.6922 0.12
H -2.1966 -2.0022 0.1698 0.00
H 1.7139 0.7838 -4.7589 0.11
H -2.7701 -4.2013 0.6317 0.13
H -3.3129 -3.4514 -2.0004 0.12
H 1.0888 -0.9290 2.4246 0.10
H 1.3301 -3.6629 0.3071 0.09
H 5.3453 0.6301 -1.0841 0.11
H -1.1268 0.7336 5.5440 0.18
H 3.7239 -4.6293 2.5918 0.10
H 5.8352 -2.5060 -1.3343 0.12
H -3.9114 6.6478 0.1235 0.11
H -4.6127 1.2583 -2.1910 0.09
H -0.9522 -0.8965 5.5370 0.18
H 6.4132 1.2648 -3.2076 0.11
H -3.0223 -1.4498 2.5488 0.07
H -0.9084 5.3522 2.8308 0.11
H -2.6601 5.0832 -1.3261 0.10
H 5.3963 2.5450 0.4620 0.09
H -2.1118 -2.3519 3.7735 0.13
H -5.7871 3.3297 2.0794 0.08
H 2.6533 -2.6990 1.5175 0.10
H 0.9894 -2.8101 -3.3402 0.05
H -0.0613 -4.9226 -1.6838 0.11
H -2.9620 2.6462 -1.0603 0.06
H -3.6682 -1.0109 -3.0360 0.06
H -0.6126 -3.7986 1.6399 0.10
H -3.9726 -2.1293 -1.0437 0.10
H 1.9655 3.8437 0.0518 0.13
H -7.2808 -0.1908 0.8284 0.07
H -1.9882 3.1214 2.9031 0.10
H -0.3946 -5.2980 0.7069 0.13
H 6.3360 1.7654 1.7502 0.10
H -3.1425 -0.3082 4.7747 0.12
H -8.3700 -0.4514 -3.3094 0.11
H 3.6863 1.7720 3.7634 0.10
H 3.1592 1.6095 -0.7721 0.16
H 3.0747 -2.3614 -3.1171 0.11
H 4.1663 -1.7535 -5.2415 0.11
H -2.0488 -4.7011 -0.8861 0.11
H -8.8997 -0.8548 -0.9304 0.11
H 6.9306 -4.4049 -0.2273 0.11
H -1.0695 1.2782 1.5737 0.01
```



A molecular structure, C53H65BrN4O2SW, computed with wB97M-V/def2-TZVPD.

Values from the calculation:
LUMO level (alpha / beta) in eV: -0.912 / -0.913
Spin multiplicity: 1
Kohn-Sham gap (alpha / beta) in eV: 6.1 / 6.1
E_HOMO (alpha / beta) in eV: -7.1 / -7.1
DFT total energy in hartree: -5467.25809

```
127
Properties=species:S:1:pos:R:3:lowdin_charge:R:1
W 0.0083 -0.1131 -1.0830 1.59
Br -1.0981 -1.6487 2.3482 0.96
S -0.1930 2.3304 -1.6111 0.78
O 3.1718 -1.1330 -5.0922 0.05
O 1.7567 0.4584 -2.1609 -0.29
N 2.2321 2.3430 -0.1846 -0.03
N 0.5531 3.7826 0.5073 -0.05
N 1.5011 -1.5606 -0.5807 -0.16
N 2.8068 -1.1729 -1.0354 0.02
C 0.7921 -3.9742 3.0890 -0.29
C 1.3754 5.6336 1.8637 -0.08
C -1.8038 -0.0987 -2.6665 -0.23
C -0.2083 -6.1029 3.5891 -0.08
C -2.2950 0.8702 -3.7514 -0.52
C -3.4985 0.9781 0.1540 -0.04
C 4.8345 0.5207 -2.3027 -0.03
C 5.9836 0.9953 -2.9078 -0.08
C 4.0973 -0.4233 -4.3834 -0.26
C -0.2071 1.3815 1.8707 -0.06
C -4.1781 1.7403 4.4157 -0.08
C -0.8004 -1.0409 -3.0767 -0.12
C -3.2589 0.0850 -4.6642 -0.03
C -0.1900 -5.7983 4.9389 -0.09
C 1.1199 4.1314 1.7942 -0.26
C 1.4284 0.6141 4.1009 -0.03
C -2.3938 -0.6240 -1.4479 -0.15
C 0.7206 -3.6076 -3.6570 -0.04
C 1.1935 -1.0147 0.6311 -0.36
C -4.0955 -1.4229 0.2509 -0.07
C -1.5670 -4.2906 -2.9866 -0.03
C 6.1874 0.7706 -4.2571 -0.08
C 0.7543 1.5623 6.5995 -0.08
C -0.0827 1.8052 5.5270 -0.03
C 1.9329 0.8545 6.4297 -0.10
C 2.2763 0.4026 5.1662 -0.09
C -3.6902 -0.2817 -0.7018 -0.50
C 1.3054 -3.0187 2.0899 -0.11
C -0.3013 -3.5438 -2.5194 -0.52
C -0.6555 1.5276 3.1169 -0.22
C 0.2668 -4.2740 -1.2993 -0.05
C -2.8683 1.3309 4.2513 -0.05
C 0.3123 -4.5811 5.3657 -0.08
C 0.7985 -3.6683 4.4450 -0.05
C 0.6395 -1.9608 1.6422 -0.58
C -4.6869 2.7844 3.6619 -0.10
C 0.2280 1.2690 0.6684 -0.25
C -2.5718 3.0057 2.5576 -0.04
C 0.2230 1.3035 4.2600 -0.18
C -2.9635 2.1627 -3.2669 -0.07
C 5.2500 0.0626 -4.9885 -0.03
C -1.6548 -1.8063 -1.1270 -0.12
C 0.8307 2.4967 -0.0440 -0.83
C -4.8929 -0.1393 -1.6544 -0.04
C 0.2833 -5.1965 2.6675 -0.04
C -2.0458 1.9674 3.3240 -0.20
C 2.5886 -0.5975 -2.3694 -0.45
C 2.9572 3.4154 -0.8615 -0.26
C 4.3681 3.5492 -0.2913 -0.08
C 3.8850 -0.1808 -3.0241 -0.09
C -1.1182 1.3026 -4.6512 -0.07
C -3.8821 3.4123 2.7253 -0.08
C -0.7492 -2.1283 -2.1909 -0.25
H -4.2898 4.2107 2.1215 0.11
H 3.0050 3.2142 -1.9390 0.11
H 4.6536 0.6868 -1.2518 0.10
H -0.2420 1.5529 -4.0561 0.03
H -4.8172 1.2359 5.1264 0.10
H -2.4803 0.4948 4.8150 0.12
H 4.9500 4.2411 -0.8995 0.07
H -3.3609 -1.5923 1.0282 0.00
H 4.3331 3.9192 0.7317 0.06
H 3.2108 -0.1195 5.0139 0.10
H -3.4390 0.6639 -5.5679 0.09
H -3.0162 1.7782 -0.4030 0.06
H 0.4868 1.9321 7.5790 0.10
H -0.4216 4.0347 0.4176 0.09
H 2.4138 4.3497 -0.7069 0.10
H -4.2657 -2.3508 -0.2934 0.09
H 1.8455 5.8797 2.8134 0.07
H 1.6837 -3.2148 -3.3478 0.07
H -1.3279 -5.3395 -3.1549 0.09
H 1.1924 -2.7165 4.7692 0.11
H -4.8782 0.7718 -2.2403 0.06
H -1.9473 -3.8658 -3.9141 0.09
H 0.5635 -5.2836 -1.5817 0.09
H 1.6980 0.2429 3.1251 0.09
H 2.4415 1.4553 -0.6509 0.07
H -2.8210 -0.8694 -4.9514 0.09
H -4.2141 -0.1121 -4.1931 0.06
H 0.8642 -4.6417 -3.9627 0.09
H 2.2891 -3.2201 1.6803 0.13
H 2.0971 -1.3476 -3.0247 0.11
H -2.8760 0.7401 1.0150 0.06
H 2.5861 0.6638 7.2680 0.10
H 3.4061 -1.9993 -1.0531 0.13
H 6.7116 1.5459 -2.3326 0.10
H 0.3361 -4.3501 6.4203 0.10
H 0.3875 -3.0472 -4.5253 0.08
H -5.0218 -1.1451 0.7498 0.09
H -3.5545 2.0330 -2.3726 0.04
H -0.5640 -6.5123 5.6578 0.10
H -0.9721 2.4002 5.6734 0.11
H 2.0579 3.5854 1.8938 0.11
H -1.9510 -2.5162 -0.3686 0.10
H 4.8761 2.5889 -0.2923 0.04
H -0.8526 0.5369 -5.3773 0.08
H -5.7108 3.1029 3.7945 0.10
H 5.4059 -0.1124 -6.0444 0.11
H -4.9301 -0.9959 -2.3263 0.09
H -1.4096 2.1896 -5.2078 0.09
H -0.2840 -1.0027 -4.0229 0.13
H -2.2005 2.9007 -3.0432 0.02
H 2.0319 -0.4344 1.0609 0.12
H 0.2783 -5.4168 1.6096 0.10
H 1.1332 -3.7414 -0.9146 0.06
H 3.4551 -1.1872 -6.0137 0.11
H 2.0258 5.9379 1.0478 0.06
H -5.8097 -0.1313 -1.0640 0.09
H 7.0732 1.1505 -4.7451 0.10
H -2.3534 -4.2338 -2.2375 0.08
H -1.9448 3.4857 1.8201 0.10
H 0.4407 6.1853 1.7857 0.07
H -0.4750 -4.3372 -0.5063 0.08
H -3.6056 2.5526 -4.0551 0.09
H 0.4680 3.8367 2.6264 0.10
H -0.6152 -7.0476 3.2568 0.10
H -4.4559 1.3379 0.5274 0.09
```



Question: Which formula does entry 1 have?
Answer: C53H63N4O4PS3Ti